w) Computed, not measured: an isolated molecule of C5H8N2O3, with ωB97M-V/def2-TZVPD.

## Properties
HOMO (alpha / beta) = -7.74 / -7.03 eV

```
! RIJCOSX wB97M-V def2-TZVPD def2/J DEFGRID3
* xyz 0 1
C 1.0830 1.7748 -0.0576
C 0.2394 -1.1377 -0.3080
C 1.0183 -0.3985 -1.2805
C -0.8450 -0.3735 0.3891
C -0.8993 -0.2817 1.8199
N 1.5722 0.9109 -0.8285
N -1.7985 0.1995 -0.3809
O 0.9616 2.7460 0.5673
O -1.5415 0.2524 -1.5778
O -2.7086 0.7805 0.1999
H -0.2016 -1.9093 -0.9877
H 0.8729 -1.5131 0.5423
H 1.8912 -0.9278 -1.6560
H 0.3075 -0.1139 -2.1117
H -1.7646 -0.8375 2.2229
H -0.9296 0.7154 2.0777
H 0.1171 -0.6348 2.2525
H 2.6255 0.7482 -0.8828
*
```

x) Computed, not measured: a cluster of 3 separate species, C5H8N2O3 in total, with ωB97M-V/def2-TZVPD.

## Properties
HOMO = -9.85 eV

```
! RIJCOSX wB97M-V def2-TZVPD def2/J DEFGRID3
* xyz 0 1
O -1.5039 0.8278 2.4517
C -1.1361 -0.0284 1.6843
C -0.0446 0.1989 0.6850
N 0.5993 1.5108 0.6530
C 0.0705 1.7786 -0.7026
C -0.3625 0.3076 -0.8498
N 0.6909 -0.6243 -1.2404
C 0.9602 -0.9684 0.5025
O 1.8146 -1.2328 1.3213
H -1.6222 -1.0268 1.6565
H 0.2711 2.1408 1.3799
H -0.7893 2.4616 -0.7199
H 0.8276 2.1211 -1.4216
H -1.3705 0.0712 -1.2023
H 1.4320 -0.3690 -1.8857
H 0.4657 -2.0573 -1.4478
O 0.2910 -2.7533 -0.3268
H -0.5938 -2.3581 -0.5372
*
```

y) Computed, not measured: a structure of composition C5H8N2O3, with ωB97M-V/def2-TZVPD.

## Properties
HOMO = -10.15 eV

```
! RIJCOSX wB97M-V def2-TZVPD def2/J DEFGRID3
* xyz 0 1
C 3.8613 -0.0475 0.0477
C -2.9989 -1.1217 0.0459
C -3.2854 0.2421 0.5658
C -2.4508 1.2915 0.4088
C -0.9274 0.0481 -0.8843
H 5.3569 -0.7712 1.0852
H 3.0159 -0.5397 -0.5435
H 3.3157 0.2704 0.8964
H 4.1311 0.8892 -0.4419
H -0.9993 -1.8853 -0.7806
H -3.8855 0.4796 1.4851
H -2.7554 2.3036 0.8635
H -0.6711 1.9715 -0.5280
N -1.9109 -0.9717 -0.8182
N -1.4486 1.3195 -0.6195
O 4.8875 -0.9891 0.2387
O -3.5101 -2.2560 0.1364
O 0.2751 -0.2334 -1.1576
*
```

From most stable to least stable, the computed energies give y), x), w).

w) Computed, not measured: an isolated molecule of C2H3NO3, with ωB97M-V/def2-TZVPD.

## Properties
structure (SMILES) = O=CCON=O
HOMO = -10.39 eV

```
! RIJCOSX wB97M-V def2-TZVPD def2/J DEFGRID3
* xyz 0 1
O 1.0245 1.9895 0.0231
C 1.2389 0.8294 0.1732
C 0.3382 -0.3424 -0.1908
O -0.9920 -0.0141 -0.4999
N -1.9240 -0.6278 0.3479
O -3.0456 -0.4322 0.0358
H 2.2033 0.4654 0.5813
H 0.7905 -0.7886 -1.0893
H 0.3663 -1.0792 0.6188
*
```

x) Computed, not measured: an isolated molecule of C2H3NO3, with ωB97M-V/def2-TZVPD.

## Properties
HOMO (alpha / beta) = -10.23 / -9.72 eV

```
! RIJCOSX wB97M-V def2-TZVPD def2/J DEFGRID3
* xyz 0 1
C 1.3216 0.1633 -0.1456
N -0.8594 -0.7120 -0.1159
C -0.2801 0.6584 0.2200
O 1.0722 -1.0135 -0.6028
O 2.3226 0.7963 -0.0034
O -0.4608 1.0225 1.4082
H -0.9744 -1.3386 0.6752
H -1.5876 -0.8959 -0.8053
H -0.5540 1.3196 -0.6304
*
```

y) Computed, not measured: an isolated molecule of C2H3NO3, with ωB97M-V/def2-TZVPD.

## Properties
structure (SMILES) = O=C1NOCO1
HOMO = -9.79 eV

```
! RIJCOSX wB97M-V def2-TZVPD def2/J DEFGRID3
* xyz 0 1
O 1.4693 1.3868 -1.3199
C 0.7538 0.7108 -0.6904
N 0.9319 -0.0197 0.5672
O -0.0099 -1.0338 0.6147
C -1.0958 -0.3085 0.1348
O -0.5419 0.2976 -0.9738
H 1.8690 -0.4242 0.9416
H -1.9251 -1.0254 -0.1037
H -1.4512 0.4165 0.8295
*
```

z) Computed, not measured: an isolated molecule of C2H3NO3, with ωB97M-V/def2-TZVPD.

## Properties
structure (SMILES) = N#CC(O)(O)O
HOMO = -11.55 eV

```
! RIJCOSX wB97M-V def2-TZVPD def2/J DEFGRID3
* xyz 0 1
N -3.3578 -0.1440 -0.0292
C -2.0425 -0.1454 0.1108
C -0.5377 -0.1607 0.0980
O -0.0676 -0.1026 1.3758
O -0.1962 1.0155 -0.6175
O -0.0319 -1.2041 -0.6567
H 0.9154 -0.3077 1.5592
H -0.9302 1.6221 -0.7080
H 0.3363 -0.7781 -1.4146
*
```

From most stable to least stable, the computed energies give y), z), w), x).

w) Computed, not measured: a structure of composition C2H3NO3, with ωB97M-V/def2-TZVPD.

## Properties
HOMO = -10.82 eV

```
! RIJCOSX wB97M-V def2-TZVPD def2/J DEFGRID3
* xyz 0 1
C -0.0799 -1.3405 -0.3797
C -0.0845 -0.1151 0.3712
N -0.2071 -2.1818 -1.1855
O 0.9276 0.0801 1.1781
O -1.2678 0.3506 0.7622
O 0.4435 0.9191 -0.9808
H 1.6433 0.2606 0.4001
H -1.2346 0.9208 1.6029
H -0.1405 1.1062 -1.7685
*
```

x) Computed, not measured: a cluster of 2 separate species, C2H3NO3 in total, with ωB97M-V/def2-TZVPD.

## Properties
structure (SMILES) = C=C=O.O=NO
HOMO = -9.97 eV

```
! RIJCOSX wB97M-V def2-TZVPD def2/J DEFGRID3
* xyz 0 1
C 1.1123 0.2584 -0.4565
C 0.2741 -0.5476 0.0199
O -0.6965 -1.1855 0.1678
H 1.4141 1.2290 0.1098
H 1.8558 -0.1338 -1.0373
O -4.7857 0.6019 0.0453
N -3.6957 0.2144 0.2497
O -3.4421 -0.9588 -0.3592
H -2.8203 -1.5127 0.1501
*
```

y) Computed, not measured: an isolated molecule of C2H3NO3, with ωB97M-V/def2-TZVPD.

## Properties
structure (SMILES) = O=CC[N+](=O)[O-]
HOMO = -10.65 eV

```
! RIJCOSX wB97M-V def2-TZVPD def2/J DEFGRID3
* xyz 0 1
O -1.9938 -0.9097 -0.1234
C -1.5260 -0.2658 -0.9831
C 0.0034 0.3380 -0.8216
N -0.1460 1.7480 -1.2525
O 0.1612 2.0481 -2.3647
O -0.6413 2.4583 -0.4185
H -1.9718 0.2395 -1.7861
H 0.3556 -0.1714 -1.6623
H 0.2325 0.1292 0.2026
*
```

From most stable to least stable, the computed energies give w), y), x).

w) Computed, not measured: an isolated molecule of C2H3NO3, with ωB97M-V/def2-TZVPD.

## Properties
structure (SMILES) = N#CC(O)(O)O
HOMO = -11.14 eV

```
! RIJCOSX wB97M-V def2-TZVPD def2/J DEFGRID3
* xyz 0 1
N -2.0232 -1.2194 -0.3932
C -1.2034 -0.4562 -0.3253
C 0.0871 0.2602 -0.1089
O 0.0371 1.4939 0.4734
O 0.9704 0.1495 -1.1839
O 0.6599 -0.8772 0.9760
H 0.8744 1.9627 0.4540
H 0.5558 -0.5999 -1.6367
H 0.0417 -0.7136 1.7446
*
```

x) Computed, not measured: an isolated molecule of C2H3NO3, with ωB97M-V/def2-TZVPD.

## Properties
structure (SMILES) = C=CO[N+](=O)[O-]
HOMO = -10.85 eV

```
! RIJCOSX wB97M-V def2-TZVPD def2/J DEFGRID3
* xyz 0 1
C 1.3345 -0.0118 0.4836
C 0.6143 0.0254 -0.5739
O -0.5466 0.7786 -0.5035
N -1.5470 0.0445 0.0075
O -2.5605 0.6657 0.1533
O -1.3254 -1.0996 0.2483
H 2.3714 -0.4487 0.5048
H 0.9153 0.3073 1.3570
H 0.7442 -0.2614 -1.6771
*
```

From most stable to least stable, the computed energies give w), x).

w) Computed, not measured: the ion CHN2O4 with charge -1, with ωB97M-V/def2-TZVPD.

## Properties
structure (SMILES) = [H]/N=[N+](\[O-])OC(=O)[O-]
HOMO = -5.52 eV

```
! RIJCOSX wB97M-V def2-TZVPD def2/J DEFGRID3
* xyz -1 1
H 2.0596 -0.8424 0.1988
N 1.0949 -0.5458 -0.0782
N 0.8074 0.6676 0.0606
O 1.4445 1.6794 0.4501
O -0.3896 0.9592 -0.3253
C -1.5115 -0.4031 -0.1497
O -1.9724 -0.8130 -1.1792
O -1.5329 -0.7020 1.0230
*
```

x) Computed, not measured: the ion CHN2O4 with charge -1, with ωB97M-V/def2-TZVPD.

## Properties
structure (SMILES) = O=C([O-])/N=[N+](\[O-])O
HOMO = -5.04 eV

```
! RIJCOSX wB97M-V def2-TZVPD def2/J DEFGRID3
* xyz -1 1
O 2.1677 -0.4246 1.1036
C 1.7030 -0.6913 0.0656
O 1.9891 -1.1665 -1.0080
N -0.0202 -0.3000 0.0944
N -0.6744 0.6746 -0.1008
O -0.5973 1.8813 -0.2137
O -2.2212 0.3431 -0.2828
H -2.3469 -0.3165 0.3417
*
```

From most stable to least stable, the computed energies give w), x).

w) Computed, not measured: an isolated molecule of C3H7NO, with ωB97M-V/def2-TZVPD.

## Properties
structure (SMILES) = OC[C@H]1CN1
HOMO = -9.80 eV

```
! RIJCOSX wB97M-V def2-TZVPD def2/J DEFGRID3
* xyz 0 1
O 1.5438 0.4763 0.8539
C 1.1833 -0.5939 0.0234
C -0.2085 -0.3695 -0.5924
C -1.1788 0.0531 0.3904
N -0.5239 1.0467 -0.6011
H 1.1878 1.2607 0.3950
H 1.1152 -1.4931 0.6506
H 1.9450 -0.7789 -0.7469
H -0.4977 -1.0705 -1.3749
H -0.8957 0.2421 1.4106
H -2.2209 -0.2073 0.1664
H -1.4496 1.4342 -0.5749
*
```

x) Computed, not measured: an isolated molecule of C3H7NO, with ωB97M-V/def2-TZVPD.

## Properties
HOMO = -8.88 eV

```
! RIJCOSX wB97M-V def2-TZVPD def2/J DEFGRID3
* xyz 0 1
O 1.5328 0.4899 0.8682
C 1.1729 -0.5924 0.0543
C -0.1590 -0.2981 -0.6496
C -1.2771 0.2187 0.2913
N -0.4173 1.0064 -1.0046
H 1.2155 1.2702 0.3751
H 1.0975 -1.4893 0.6797
H 1.9306 -0.7910 -0.7215
H -0.5088 -1.1083 -1.3063
H -0.9080 0.2703 1.3157
H -2.2222 -0.2877 0.1040
H -1.4568 1.3114 -0.0064
*
```

y) Computed, not measured: an isolated molecule of C3H7NO, with ωB97M-V/def2-TZVPD.

## Properties
structure (SMILES) = CNC(C)=O
HOMO = -9.21 eV

```
! RIJCOSX wB97M-V def2-TZVPD def2/J DEFGRID3
* xyz 0 1
C -1.1915 -0.5216 -1.3630
N -0.5031 0.3486 -0.3791
C 0.6033 -0.2641 0.3457
C 1.2916 0.7696 1.1451
O 0.6647 -1.3792 0.4547
H -1.5193 -1.4905 -0.7879
H -0.5616 -0.9105 -2.0698
H -2.0164 -0.1150 -1.8273
H -1.3243 0.6583 0.2805
H 0.8238 0.8592 1.9557
H 1.9837 0.3428 1.6388
H 1.7490 1.7022 0.6066
*
```

From most stable to least stable, the computed energies give y), w), x).